DFT (wB97M-V/def2-TZVPD) results for a structure of composition C17H21BrClGaI2N2O6Si at a distorted geometry.

Atoms and positions in Å:
I (2.89464, -2.13528, 4.22823)
I (3.81024, -4.00156, 0.95501)
Br (2.24966, 0.52412, -7.21692)
Ga (0.16633, 0.43111, -0.25315)
Cl (2.80122, 0.99638, 0.37871)
Si (-1.71850, -2.22722, 1.14763)
O (3.23131, 1.50510, 1.66882)
O (3.91576, 0.79702, -0.52940)
O (-1.19915, 1.11336, -1.84049)
O (1.91208, 1.96087, -0.41777)
O (0.57092, -0.21082, -2.14898)
O (1.92908, -0.33157, 0.52847)
N (-0.65347, -0.78329, 1.17365)
N (-0.34544, 1.44425, 1.60407)
C (4.25181, -2.64443, 2.58569)
C (0.77409, 1.11247, -6.18734)
C (-0.61348, 1.24913, 4.32414)
C (0.46265, 3.75547, 1.70435)
C (-1.53180, 1.40520, -4.65040)
C (-0.93328, -3.48863, 2.26948)
C (0.79336, 0.79641, -4.82135)
C (-0.12418, 2.44129, 3.76657)
C (-0.33466, 0.58589, -2.64459)
C (-0.60827, 0.20146, 2.12691)
C (-3.38667, -1.70692, 1.86363)
C (-0.82077, 0.11227, 3.56369)
C (-1.48074, 1.87932, -5.93199)
C (-0.33421, 1.73470, -6.73346)
C (-0.35195, 0.94839, -4.05734)
C (-0.00347, 2.50635, 2.37269)
C (-1.93956, -2.81007, -0.58408)
H (0.14389, -3.60565, 2.08028)
H (-3.61220, -2.34207, 2.70575)
H (1.42759, 4.12407, 2.13192)
H (-0.20443, 4.58454, 1.99109)
H (4.27467, -1.66681, 2.08886)
H (0.53346, 3.62811, 0.63143)
H (-0.66949, 1.17979, 5.39972)
H (-4.25247, -1.88852, 1.08936)
H (-2.89328, -3.42573, -0.60044)
H (5.16724, -2.88640, 3.05894)
H (-2.35363, 2.24281, -6.41542)
H (-0.28352, 2.20879, -7.74656)
H (-3.33715, -0.62784, 2.10900)
H (-1.14254, -3.46071, -0.97374)
H (-2.41823, 1.49718, -4.05657)
H (0.16678, 3.25875, 4.39298)
H (-2.02291, -1.91227, -1.18830)
H (1.68801, 0.42491, -4.29254)
H (-1.15082, -0.83569, 3.97084)
H (-1.40069, -4.48432, 2.03241)
H (-1.04387, -3.17372, 3.34650)

Atoms 1-3, force components in eV/Å:
0.2 -0.6 -0.7
-0.1 0.4 1.0
-0.1 0.4 -0.1

- gap between HOMO and LUMO (hartree) = 0.293
- electronic energy (eV) = -192250.3205
- 2S+1 = 1
- highest occupied orbital energy (eV) = -8.28
- total charge = 0
- energy above the lowest of the compared OMol25 structures with the same formula, charge and spin (kcal per mole) = 0.00